Entry 1:
{"formula": "C16H31O4PSn", "method": "ωB97M-V/def2-TZVPD", "species": ["Sn", "C", "O", "C", "O", "C", "O", "C", "P", "H", "H", "C", "H", "C", "H", "H", "H", "C", "H", "C", "H", "H", "C", "H", "H", "H", "C", "H", "H", "H", "C", "H", "H", "H", "C", "H", "H", "H", "H", "H", "C", "C", "C", "O", "C", "H", "H", "H", "H", "H", "H", "H", "H"], "xyz": [[0.167, 0.500, 0.889], [-2.181, -0.747, 0.989], [-3.277, -0.957, 1.245], [-0.483, 2.878, 1.210], [-0.492, 3.928, 1.661], [2.538, 0.106, 0.733], [3.569, 0.073, 1.250], [-1.709, 0.431, -2.307], [-0.004, -0.025, -1.748], [0.568, -1.673, -3.373], [-2.320, -0.376, -1.864], [1.208, 1.126, -2.603], [0.751, 1.248, -3.599], [-1.856, 0.333, -3.831], [-1.323, -0.530, -4.251], [-1.505, 1.243, -4.337], [-2.925, 0.206, -4.067], [-2.237, 1.768, -1.774], [-1.738, 2.630, -2.242], [1.464, -2.460, -1.548], [-2.140, 1.853, -0.685], [-3.312, 1.824, -2.013], [-0.970, -2.665, -2.206], [1.069, -3.173, -0.810], [2.098, -3.025, -2.250], [2.100, -1.753, -0.994], [0.296, -1.795, -2.308], [-0.695, -3.724, -2.317], [-1.708, -2.428, -2.985], [-1.441, -2.565, -1.217], [2.579, 0.454, -2.712], [2.979, 0.264, -1.707], [3.305, 1.096, -3.228], [2.537, -0.496, -3.252], [1.340, 2.496, -1.914], [0.371, 2.940, -1.670], [1.871, 3.196, -2.579], [1.936, 2.427, -0.992], [0.530, -3.310, 1.324], [0.299, -2.738, 1.768], [-0.732, 0.499, 5.537], [0.139, -0.755, 5.426], [1.015, -0.438, 4.230], [0.215, 0.427, 3.340], [-0.858, 1.069, 4.120], [-1.724, 0.305, 5.939], [-0.216, 1.187, 6.211], [-0.517, -1.615, 5.270], [0.718, -1.006, 6.315], [1.934, 0.107, 4.499], [1.317, -1.328, 3.672], [-1.837, 0.800, 3.671], [-0.713, 2.167, 4.085]], "e_homo_ev": -23.0, "total_charge": 4, "e_above_lowest_kj_mol": 0.0}

***

Entry 2:
{"formula": "C20H33N3O4S", "method": "ωB97M-V/def2-TZVPD", "species": ["C", "C", "N", "S", "O", "O", "C", "C", "O", "N", "C", "C", "C", "C", "N", "C", "O", "C", "C", "C", "C", "C", "C", "C", "C", "C", "C", "C", "H", "H", "H", "H", "H", "H", "H", "H", "H", "H", "H", "H", "H", "H", "H", "H", "H", "H", "H", "H", "H", "H", "H", "H", "H", "H", "H", "H", "H", "H", "H", "H", "H"], "xyz": [[1.733, 5.625, 4.249], [0.795, 4.508, 4.669], [-0.503, 5.003, 5.129], [-1.832, 5.036, 4.227], [-2.708, 6.020, 4.790], [-1.446, 5.074, 2.843], [-2.633, 3.454, 4.477], [-1.716, 2.303, 4.103], [-0.992, 1.823, 4.965], [-1.704, 1.859, 2.825], [-2.549, 2.342, 1.744], [-0.770, 0.786, 2.513], [0.657, 1.290, 2.291], [0.767, 2.455, 1.318], [1.470, 0.154, 1.881], [2.761, 0.045, 2.298], [3.360, 0.973, 2.814], [3.386, -1.324, 2.148], [3.368, -2.050, 3.508], [4.091, -3.390, 3.411], [1.945, -2.174, 4.014], [1.055, -3.094, 3.465], [-0.263, -3.154, 3.896], [-0.736, -2.297, 4.886], [-2.176, -2.334, 5.329], [-3.009, -1.223, 4.689], [0.152, -1.371, 5.427], [1.470, -1.312, 4.997], [2.688, 5.209, 3.926], [1.301, 6.192, 3.425], [1.923, 6.311, 5.077], [0.611, 3.838, 3.833], [1.222, 3.898, 5.465], [-0.577, 5.497, 6.004], [-2.842, 3.377, 5.541], [-3.567, 3.499, 3.922], [-2.966, 3.315, 1.972], [-1.946, 2.465, 0.846], [-3.351, 1.630, 1.533], [-0.765, 0.058, 3.323], [-1.137, 0.294, 1.606], [1.042, 1.616, 3.261], [0.169, 3.307, 1.647], [1.808, 2.770, 1.253], [0.438, 2.162, 0.317], [0.997, -0.704, 1.642], [2.856, -1.926, 1.404], [4.416, -1.192, 1.816], [3.910, -1.411, 4.210], [4.081, -3.906, 4.372], [3.626, -4.045, 2.673], [5.130, -3.241, 3.113], [1.390, -3.782, 2.697], [-0.935, -3.886, 3.463], [-2.605, -3.308, 5.083], [-2.221, -2.237, 6.417], [-4.045, -1.263, 5.030], [-2.600, -0.244, 4.945], [-3.007, -1.317, 3.601], [-0.195, -0.673, 6.179], [2.140, -0.574, 5.423]], "e_homo_ev": -8.9, "smiles": "CCNS(=O)(=O)CC(=O)N(C)C[C@H](C)NC(=O)C[C@H](C)c1ccc(CC)cc1", "total_charge": 0, "e_above_lowest_kj_mol": 20.0}

***

Entry 3:
{"formula": "C28H33MnN5O6SSeSi", "method": "ωB97M-V/def2-TZVPD", "species": ["Mn", "C", "C", "C", "C", "C", "C", "C", "C", "C", "S", "C", "N", "H", "H", "H", "H", "H", "H", "H", "H", "N", "C", "C", "C", "C", "N", "C", "N", "N", "C", "O", "O", "H", "H", "H", "H", "H", "H", "H", "H", "H", "H", "H", "H", "H", "H", "O", "Se", "O", "O", "O", "C", "C", "C", "C", "C", "C", "Si", "C", "C", "C", "C", "C", "C", "H", "H", "H", "H", "H", "H", "H", "H", "H", "H", "H"], "xyz": [[0.015, 0.040, 0.349], [0.372, -0.755, 3.728], [-0.189, -1.841, 2.863], [-0.293, -3.129, 3.448], [-0.951, -4.124, 2.809], [-1.575, -3.859, 1.568], [-2.380, -4.811, 0.913], [-2.990, -4.491, -0.269], [-2.804, -3.222, -0.835], [-2.003, -2.279, -0.229], [-1.773, -0.721, -0.976], [-1.380, -2.582, 1.004], [-0.640, -1.611, 1.639], [-0.111, -0.809, 4.707], [0.214, 0.230, 3.314], [1.442, -0.908, 3.868], [0.150, -3.279, 4.424], [-1.042, -5.111, 3.250], [-2.518, -5.785, 1.368], [-3.621, -5.215, -0.769], [-3.290, -2.964, -1.770], [0.945, 0.024, -1.999], [1.768, 1.230, -1.962], [2.307, 1.759, -3.285], [3.185, 0.804, -4.103], [4.391, 0.226, -3.342], [4.093, -0.993, -2.590], [3.902, -2.162, -3.161], [4.166, -2.325, -4.476], [3.445, -3.202, -2.459], [0.916, 2.308, -1.265], [1.027, 3.487, -1.532], [0.107, 1.804, -0.391], [1.467, -0.839, -2.007], [0.279, 0.039, -2.761], [2.595, 1.049, -1.274], [2.879, 2.658, -3.050], [1.468, 2.079, -3.909], [3.557, 1.367, -4.961], [2.591, -0.024, -4.500], [4.762, 0.959, -2.628], [5.210, 0.016, -4.035], [3.921, -0.913, -1.566], [4.701, -1.631, -4.966], [4.152, -3.250, -4.864], [2.872, -3.030, -1.625], [3.272, -4.065, -2.945], [3.157, -1.595, 2.245], [2.628, -0.822, 0.949], [3.847, -0.314, -0.008], [1.626, 0.455, 1.324], [1.616, -1.760, 0.018], [-0.713, 3.492, 4.865], [-0.114, 3.715, 3.631], [-0.476, 2.948, 2.534], [-1.443, 1.946, 2.661], [-2.033, 1.726, 3.906], [-1.675, 2.498, 5.002], [-2.037, 0.953, 1.190], [-3.110, 2.014, 0.073], [-4.480, 1.747, 0.053], [-5.340, 2.483, -0.750], [-4.841, 3.497, -1.555], [-3.482, 3.784, -1.537], [-2.622, 3.052, -0.727], [-0.431, 4.092, 5.722], [0.637, 4.489, 3.526], [-0.001, 3.121, 1.573], [-2.782, 0.947, 4.018], [-2.144, 2.325, 5.964], [-2.952, -0.082, 1.730], [-4.879, 0.946, 0.671], [-6.401, 2.260, -0.753], [-5.510, 4.064, -2.192], [-3.087, 4.581, -2.156], [-1.566, 3.291, -0.724]], "s_squared": 0.84, "e_homo_ev": [-7.4, -7.4], "multiplicity": 2, "total_charge": 0, "e_above_lowest_kj_mol": 212.5}

***

Entry 4:
{"formula": "C6H14N2O", "method": "ωB97M-V/def2-TZVPD", "species": ["C", "C", "C", "O", "N", "H", "H", "H", "H", "H", "H", "H", "C", "C", "C", "N", "H", "H", "H", "H", "H", "H", "H"], "xyz": [[-0.369, 1.227, -1.896], [-2.243, 0.252, -0.499], [-0.774, 0.549, -0.613], [-0.854, 1.247, 1.647], [-0.048, 0.988, 0.501], [-1.036, 0.407, 2.095], [0.704, 1.405, -1.921], [-0.677, 0.649, -2.767], [-2.783, 1.189, -0.345], [-2.595, -0.218, -1.414], [-0.862, 2.203, -1.917], [-2.451, -0.397, 0.348], [2.343, -0.298, 0.291], [0.489, -1.312, 1.673], [0.872, -0.619, 0.390], [0.179, -1.054, -0.731], [0.752, -0.982, -1.566], [2.694, 0.205, 1.191], [2.898, -1.232, 0.166], [0.775, -0.735, 2.553], [-0.575, -1.547, 1.692], [2.541, 0.340, -0.568], [1.021, -2.266, 1.691]], "e_homo_ev": -7.8, "total_charge": 0, "e_above_lowest_kj_mol": 478.6}

***

Calculated max |F|, 6.39; 0.25; 2.82; 3.73 eV/A (same order as the records).